1.
{
  "formula": "C33H54BBr2Cl2FO15P",
  "method": "ωB97M-V/def2-TZVPD",
  "symbols": ["C", "C", "Br", "C", "Br", "C", "C", "C", "O", "O", "P", "C", "C", "C", "C", "C", "C", "C", "C", "C", "Cl", "C", "C", "Cl", "O", "C", "C", "C", "C", "F", "O", "B", "O", "O", "H", "H", "H", "H", "H", "H", "H", "H", "H", "H", "H", "H", "H", "H", "H", "H", "H", "H", "H", "H", "H", "H", "H", "H", "H", "H", "H", "H", "H", "H", "C", "C", "O", "C", "O", "O", "C", "H", "H", "H", "H", "H", "H", "H", "H", "C", "C", "O", "C", "O", "O", "C", "H", "H", "H", "H", "H", "H", "H", "H", "C", "C", "O", "C", "O", "O", "C", "H", "H", "H", "H", "H", "H", "H", "H"],
  "positions_angstrom": [[1.232991, -0.785488, -1.298689], [1.608079, -1.707323, -2.427077], [2.245480, -0.682098, -3.927404], [1.511125, -3.040268, -2.433867], [2.046270, -3.927037, -4.063489], [0.979903, -3.799746, -1.179946], [2.010854, -3.596016, -0.062397], [3.216356, -4.514530, -0.200492], [4.212154, -4.192313, -0.791410], [-0.260261, -3.191355, -0.928101], [-1.535346, -3.916211, -1.853448], [-2.293599, -2.298830, -2.497339], [-2.103530, -1.014848, -1.644158], [-3.452595, -0.342334, -1.374836], [-4.314014, 0.044682, -2.399826], [-5.552340, 0.615806, -2.133739], [-5.954464, 0.795634, -0.813311], [-5.109465, 0.436018, 0.224695], [-3.869748, -0.130769, -0.059324], [-2.737481, -3.942057, -0.350093], [-1.982005, -3.971510, 1.302129], [-3.872592, -4.967122, -0.391098], [-3.456121, -6.428727, -0.421466], [-5.089686, -4.567713, -1.666999], [-0.762058, -5.495873, -1.499720], [0.579428, -5.356298, -1.237015], [1.435496, -6.325679, -2.074494], [0.713968, -6.778081, -3.354503], [-0.027023, -8.084800, -3.217989], [1.737070, -7.023009, -4.313905], [0.714251, -5.729418, 0.179785], [0.000972, -6.819757, 0.618708], [-0.548206, -6.779571, 1.894487], [-0.141030, -8.038603, -0.057815], [0.857462, -1.299362, -0.423967], [0.545587, -0.020790, -1.653086], [2.142141, -0.245588, -0.997867], [1.558835, -3.692752, 0.924360], [2.448474, -2.597584, -0.086676], [3.146351, -5.515540, 0.263370], [-2.505089, -4.688533, -2.601466], [-0.734543, -3.957996, -3.070794], [-3.360655, -2.488536, -2.634783], [-1.897146, -2.121268, -3.498598], [-1.531842, -0.284968, -2.219499], [-1.683883, -1.202646, -0.658380], [-4.011222, -0.116285, -3.429161], [-6.207752, 0.887868, -2.950520], [-6.931834, 1.215116, -0.605401], [-5.402093, 0.557236, 1.260239], [-3.209289, -0.431410, 0.747147], [-3.232424, -2.968458, -0.356147], [-4.431082, -4.822957, 0.535415], [-4.369925, -7.031908, -0.443407], [-2.874634, -6.701229, -1.297792], [-2.955071, -6.653901, 0.519902], [2.386435, -5.867517, -2.342308], [1.687970, -7.231928, -1.525709], [0.098051, -5.987212, -3.772881], [-0.358954, -8.392372, -4.214759], [-0.924203, -7.967443, -2.614459], [0.620185, -8.871161, -2.830339], [-0.005367, -6.255809, 2.488308], [0.672894, -8.537605, 0.044105], [-0.736717, 5.904392, 0.578416], [-1.263695, 4.484829, 0.549273], [-0.251868, 3.547194, 0.156719], [0.652372, 3.250374, 1.085752], [0.683044, 3.675151, 2.212863], [1.529601, 2.406457, 0.544932], [2.625520, 2.064774, 1.397622], [-0.295757, 6.165476, -0.385224], [-1.545102, 6.602188, 0.797713], [0.034978, 6.023591, 1.337936], [-2.047423, 4.391956, -0.199872], [-1.688179, 4.191885, 1.509807], [2.272326, 1.679306, 2.351544], [3.264272, 2.933302, 1.554358], [3.188365, 1.291538, 0.882131], [-0.322535, 4.042349, 5.164280], [0.144961, 3.594155, 6.532342], [1.117218, 4.493046, 7.094653], [0.636541, 5.632648, 7.577888], [-0.519921, 5.963276, 7.621358], [1.665658, 6.356307, 8.031586], [1.300139, 7.647375, 8.516890], [0.522864, 4.181606, 4.496462], [-0.991149, 3.299541, 4.730169], [-0.856054, 4.991017, 5.223243], [0.652768, 2.634605, 6.454426], [-0.687026, 3.470998, 7.226530], [0.522499, 7.575435, 9.274469], [0.963459, 8.277758, 7.694887], [2.195243, 8.077952, 8.957459], [5.297963, 8.399738, -2.871769], [3.812402, 8.492049, -2.592392], [3.102761, 7.342265, -3.067804], [3.233622, 6.241300, -2.322813], [3.857844, 6.155199, -1.296413], [2.541889, 5.266076, -2.902058], [2.649397, 3.996516, -2.244881], [5.474561, 8.229390, -3.934808], [5.796834, 9.322481, -2.574132], [5.749969, 7.573743, -2.325015], [3.384584, 9.336910, -3.129713], [3.612314, 8.638886, -1.530638], [2.383942, 4.076847, -1.195195], [3.660812, 3.606593, -2.351440], [1.954494, 3.319313, -2.732243]],
  "forces_ev_per_a": [[0.9, 0.3, -0.1], [-0.3, -0.1, 0.2], [-0.1, -0.2, 0.3], [0.6, 0.0, -0.9], [-0.1, 0.2, 0.6], [-1.0, 0.0, -0.9], [0.6, 0.5, 0.6], [-0.4, -0.1, 0.1], [0.3, 0.1, -0.1], [0.4, 0.0, 0.7], [-0.7, -0.3, -2.2], [0.2, 0.3, 0.5], [-1.7, 0.3, -0.4], [0.2, -0.1, 0.4], [0.0, 0.1, -0.2], [0.3, -0.2, 0.3], [-0.2, 0.2, -0.1], [0.2, -0.2, -0.1], [0.0, 0.1, -0.2], [0.0, 0.6, -0.1], [-0.3, -0.2, -0.1], [0.3, -0.3, 0.9], [-0.8, -0.1, -0.2], [0.2, 0.0, 0.0], [0.7, 0.5, 0.2], [-0.3, -0.8, 0.8], [-0.2, 0.1, -0.5], [0.8, -0.2, 0.1], [-0.5, 0.1, -0.6], [0.0, -0.1, -0.1], [0.1, -0.4, -0.1], [-0.3, 0.0, 0.5], [0.7, -0.7, -0.1], [0.0, 0.5, 0.0], [-0.3, 0.0, -0.2], [-0.2, -0.1, 0.1], [-0.1, 0.0, 0.0], [-0.2, -0.3, -0.2], [-0.1, 0.0, -0.3], [-0.1, 0.1, 0.0], [0.0, 0.1, 0.3], [0.3, 0.2, 0.4], [0.0, 0.0, 0.1], [0.2, -0.1, 0.0], [0.4, -0.1, 0.3], [0.5, -0.1, -0.2], [0.0, 0.0, 0.0], [0.0, 0.0, 0.0], [0.0, 0.0, 0.0], [-0.1, 0.1, 0.0], [0.0, 0.0, 0.0], [0.1, 0.0, 0.0], [-0.1, 0.0, -0.1], [0.1, 0.0, 0.0], [0.3, 0.1, 0.1], [0.3, 0.0, -0.2], [-0.1, 0.0, -0.1], [-0.1, 0.2, 0.3], [-0.1, 0.0, 0.1], [0.1, 0.0, 0.0], [0.2, 0.0, 0.3], [0.0, 0.1, 0.2], [-0.4, 0.6, -0.1], [0.0, -0.2, -0.2], [0.3, 0.0, 0.0], [-0.3, 0.3, 0.1], [0.0, -0.1, 0.0], [0.0, 0.0, -0.1], [0.0, -0.1, -0.1], [0.1, 0.0, 0.1], [0.2, -0.1, 0.0], [-0.1, 0.0, 0.0], [0.0, 0.0, 0.0], [-0.1, 0.0, 0.1], [0.1, -0.2, -0.1], [0.1, 0.0, 0.0], [0.0, 0.1, 0.0], [-0.1, 0.0, 0.1], [-0.1, 0.0, -0.1], [0.1, 0.3, 0.1], [-0.4, -0.3, -0.2], [0.1, 0.0, 0.0], [0.0, -0.2, 0.0], [0.0, 0.1, 0.0], [0.0, 0.0, 0.0], [0.1, 0.2, 0.1], [0.0, -0.1, 0.0], [0.1, 0.0, 0.0], [-0.1, 0.0, 0.1], [0.2, 0.1, 0.1], [0.0, 0.2, 0.0], [-0.1, 0.0, -0.1], [-0.1, 0.0, 0.0], [0.1, -0.1, 0.0], [0.1, -0.2, 0.0], [0.2, 0.3, 0.1], [0.0, 0.0, -0.1], [-0.1, 0.0, 0.0], [0.0, 0.0, 0.0], [0.0, 0.0, 0.0], [0.0, -0.3, 0.0], [0.0, 0.1, 0.0], [0.0, 0.0, 0.0], [0.0, 0.0, 0.1], [-0.1, -0.1, -0.1], [0.0, -0.1, 0.0], [0.1, 0.1, 0.0], [0.0, 0.0, 0.1], [0.0, 0.1, -0.1]],
  "lowdin_charge": [-0.150, -0.731, 0.671, -0.555, 0.829, -0.396, -0.064, -0.239, 0.063, -0.287, 0.612, -0.273, -0.184, -0.230, -0.052, -0.094, -0.117, -0.097, -0.051, -0.705, 0.631, -0.787, -0.125, 0.583, -0.235, -0.414, -0.073, -0.380, -0.034, -0.099, 0.085, -0.835, 0.138, 0.148, 0.071, 0.058, 0.069, 0.132, 0.110, 0.127, 0.021, 0.023, 0.043, 0.075, 0.101, 0.088, 0.114, 0.094, 0.091, 0.095, 0.108, 0.033, 0.074, 0.070, 0.064, 0.070, 0.071, 0.116, 0.104, 0.080, 0.075, 0.082, 0.094, 0.102, -0.061, -0.202, 0.041, -0.605, 0.111, -0.013, -0.029, 0.079, 0.079, 0.074, 0.125, 0.123, 0.097, 0.100, 0.089, -0.067, -0.203, 0.041, -0.614, 0.120, 0.002, -0.048, 0.062, 0.084, 0.077, 0.122, 0.122, 0.093, 0.097, 0.091, -0.068, -0.218, 0.034, -0.614, 0.120, 0.013, -0.018, 0.081, 0.078, 0.074, 0.120, 0.123, 0.077, 0.103, 0.101],
  "homo_lumo_gap_ha": 0.26572,
  "e_tot_ha": -8953.122615,
  "homo_energy_ha": -0.193,
  "multiplicity": 1,
  "charge": -1
}

=====

2.
{
  "formula": "C13H18ClCoIN2O2P",
  "method": "ωB97M-V/def2-TZVPD",
  "symbols": ["C", "C", "H", "H", "H", "O", "I", "Co", "P", "C", "C", "H", "H", "H", "C", "H", "H", "H", "H", "H", "H", "C", "O", "Cl", "N", "C", "N", "C", "C", "C", "C", "C", "C", "H", "H", "H", "H", "H", "H"],
  "positions_angstrom": [[-0.021100, 2.494447, -0.218389], [-1.332934, 1.749392, -0.019465], [-0.124414, 3.269856, 0.555795], [0.210880, 2.909470, -1.234229], [0.790892, 1.757915, 0.041461], [-1.922972, 1.614971, 1.037460], [-2.982416, -1.527717, 0.739830], [1.473024, -1.152531, 0.061388], [-1.304596, 0.612976, -1.688245], [-3.120513, 0.517529, -1.647653], [-1.135903, 1.847492, -3.055355], [0.270836, -0.766983, -3.018042], [-1.382418, -0.851894, -3.699361], [-0.935480, -1.828319, -2.251668], [-0.790339, -0.872952, -2.764212], [-0.095318, 1.852870, -3.410188], [-1.738238, 1.481126, -3.894414], [-3.461637, 0.867029, -2.615981], [-3.616743, 1.042357, -0.801010], [-1.453474, 2.871405, -2.800703], [-3.360993, -0.549533, -1.554704], [-0.353808, -0.892100, 1.042523], [-0.675322, -0.582387, 2.117341], [2.564507, -0.761605, -1.732772], [2.728034, 0.837631, 3.434534], [2.218059, 1.175691, 2.212743], [1.893414, 0.073737, 1.546068], [2.255655, -1.074545, 2.301867], [1.831982, -2.406338, 2.147933], [2.127218, -3.304654, 3.182932], [2.847083, -2.830748, 4.337911], [3.145072, -1.471727, 4.511709], [2.825973, -0.580714, 3.508113], [3.131355, 1.505994, 4.087577], [1.800350, 2.203263, 2.031558], [1.246880, -2.756169, 1.236166], [1.806461, -4.352939, 3.067466], [3.140648, -3.575938, 5.092336], [3.709805, -1.104370, 5.399675]],
  "forces_ev_per_a": [[-0.4, 1.3, 0.7], [2.4, -1.3, 3.3], [0.9, 0.2, -0.4], [-0.5, -0.4, 1.1], [-0.9, 0.5, -0.2], [1.1, 0.6, -4.5], [-0.6, -0.9, 0.3], [0.4, 0.3, -1.4], [-3.0, 0.1, -2.5], [-0.6, -0.6, -0.1], [0.7, 0.3, 0.3], [-0.3, 0.1, 0.1], [-0.1, 0.3, 0.7], [-0.1, 0.2, 0.0], [0.5, -0.2, 0.8], [-0.2, 0.2, 0.2], [0.0, 0.0, 0.3], [-0.4, 0.1, 0.0], [0.5, -0.2, -0.8], [0.1, -0.5, 0.0], [-0.3, 0.4, -0.4], [-1.1, 1.0, 4.2], [0.9, -1.0, -3.3], [-0.3, -0.1, 0.2], [0.5, -0.9, -0.8], [-1.0, -0.9, 1.2], [0.5, 0.3, 0.1], [0.0, 2.2, 1.7], [0.3, -0.3, 0.0], [0.4, 0.6, -0.1], [-0.5, -0.2, -0.8], [1.1, -0.4, 1.2], [-1.0, 0.2, -1.3], [-0.2, -0.3, -0.1], [1.1, -1.2, -0.2], [0.6, -0.2, 1.0], [0.4, 0.6, 0.3], [-0.2, 0.6, -0.3], [-0.7, -0.5, -0.6]],
  "mulliken_spin": [-0.001, 0.006, 0.000, 0.000, 0.003, 0.003, 0.964, 2.712, -0.015, 0.012, 0.002, -0.001, 0.001, -0.005, 0.011, 0.000, 0.001, 0.006, -0.004, 0.000, 0.016, -0.008, 0.052, 0.156, 0.004, -0.003, 0.076, 0.002, 0.027, -0.006, 0.004, -0.005, 0.005, 0.001, 0.000, -0.015, 0.000, 0.000, 0.001],
  "de_lowest_kj_mol": 164.9,
  "homo_lumo_gap_ha": [0.26773, 0.23399],
  "e_tot_ha": -3247.457738,
  "homo_energy_ha": [-0.574, -0.573],
  "multiplicity": 5,
  "charge": 2
}

=====

Question: The highest charge belongs to which entry?
Answer: C13H18ClCoIN2O2P